[1]
# C33H36Br3N7O4

C33H36Br3N7O4 as an isolated structure in a non-equilibrium geometry (ωB97M-V/def2-TZVPD, the OMol25 dataset).

Structure (XYZ):
```
83
Properties=species:S:1:pos:R:3:lowdin_spin:R:1
N -0.3320 3.7459 2.3760 0.05
C -0.4450 5.0080 2.8459 0.33
C 0.1854 4.9761 4.1001 0.21
C 0.7902 3.6738 4.2621 0.05
C 0.5062 2.9306 3.1360 0.33
H -0.7252 3.5446 1.4677 0.00
H -0.8669 5.8576 2.3295 0.01
H 0.3797 5.8377 4.7216 0.01
H 1.3445 3.3701 5.1379 0.00
H 0.6857 1.9164 2.8111 0.01
N -7.6110 1.0140 2.2863 0.00
C -6.3474 1.3203 2.5324 0.00
C -5.5745 1.0100 1.4087 0.00
C -6.3603 0.4186 0.4523 0.00
C -7.6495 0.4714 0.9836 0.00
H -8.3937 1.1341 2.9132 0.00
H -6.1780 1.7624 3.5031 0.00
H -4.5074 0.8609 1.3340 0.00
H -5.9876 0.0810 -0.5034 0.00
H -8.6289 0.1813 0.6330 0.00
N 3.9659 -4.5426 -1.8416 0.00
C 3.8616 -5.5257 -2.7070 0.00
C 2.6926 -6.2190 -2.5518 0.00
C 1.9751 -5.5583 -1.5240 0.00
C 2.8673 -4.5574 -1.0836 0.00
H 4.6475 -3.7974 -1.8525 0.00
H 4.6069 -5.7940 -3.4411 0.00
H 2.2292 -7.0858 -2.9992 0.00
H 0.9124 -5.5719 -1.3318 0.00
H 2.8141 -3.8742 -0.2488 0.00
N 5.1304 -1.3282 -1.9425 0.00
C 6.4670 -1.5100 -2.1922 0.00
C 7.0836 -1.8815 -1.0405 0.00
C 6.2560 -1.3896 -0.0082 0.00
C 5.0169 -1.1789 -0.5751 0.00
H 4.4149 -1.0294 -2.5896 0.00
H 6.7950 -1.4346 -3.2185 0.00
H 8.0972 -2.2394 -0.9356 0.00
H 6.5027 -1.3764 1.0431 0.00
H 4.1155 -0.7959 -0.1199 0.00
N -3.8158 -3.0843 0.4498 0.00
C -2.8913 -3.8577 0.9968 0.00
C -3.3729 -4.2949 2.2420 0.00
C -4.6526 -3.6199 2.4237 0.00
C -4.9099 -2.8914 1.2920 0.00
H -3.8475 -2.9000 -0.5427 0.00
H -2.0449 -4.1726 0.4046 0.00
H -3.0109 -5.0199 2.9560 0.00
H -5.2585 -3.8853 3.2774 0.00
H -5.7614 -2.3547 0.9004 0.00
C 5.2183 3.1072 2.6221 0.00
Br 6.1467 3.5531 4.3534 0.00
Br 4.2506 1.3966 2.7683 0.00
Br 6.6903 3.1969 1.3125 0.00
H 4.4957 3.8539 2.2926 0.00
C 1.1560 -1.7925 1.0967 0.00
C 1.4487 -0.3754 1.0136 0.00
C 0.4759 0.5167 0.5316 0.00
C -0.7781 0.1100 0.0295 0.00
C -0.9934 -1.2812 -0.0242 0.00
C -0.0422 -2.1433 0.4823 0.00
N -1.8519 1.0096 -0.4126 0.00
O -1.8310 2.1620 0.1060 0.00
O -2.8064 0.5920 -1.1188 0.00
H 1.7724 -2.5335 1.5840 0.00
H 2.2903 -0.0020 1.5780 0.00
H 0.6005 1.5883 0.4802 0.00
H -1.8423 -1.6642 -0.5711 0.00
H -0.2424 -3.2014 0.3997 0.00
C -1.2078 2.1723 -5.1367 0.00
C -0.2185 1.7481 -4.3273 0.00
C 0.1934 2.5398 -3.2839 0.00
C -0.3969 3.7183 -2.9246 0.00
C -1.5081 4.0728 -3.6245 0.00
C -1.9234 3.3341 -4.7731 0.00
N -0.0019 4.5308 -1.7724 0.00
O 0.5024 3.9644 -0.7997 0.00
O -0.1753 5.7391 -1.8609 0.00
H -1.3340 1.6899 -6.0947 0.00
H 0.4132 0.8880 -4.4930 0.00
H 1.0297 2.3071 -2.6414 0.00
H -2.0337 4.9927 -3.4146 0.00
H -2.6675 3.8655 -5.3479 0.00
```

The HOMO energy (alpha / beta) is -9.59 / -9.59 eV. The net charge is +1. As for the LUMO energy (alpha / beta): -3.599 / -7.278 eV. The HOMO-LUMO gap (alpha / beta) is 5.99 / 2.32 eV. The value obtained for the total energy is -9684.7313 Eh. Its spin multiplicity is 2. As for the expectation value of S²: 0.764.

***

[2]
# C21H31F5P2Re

C21H31F5P2Re as an isolated structure in a non-equilibrium geometry (ωB97M-V/def2-TZVPD, the OMol25 dataset).

Structure (XYZ):
```
60
Properties=species:S:1:pos:R:3:lowdin_spin:R:1
P -0.1893 -2.8960 -1.3415 0.12
P 0.3440 0.0038 -1.1880 0.05
C -0.4540 -2.0454 -2.9859 0.04
C 0.5745 -0.9463 -2.9950 0.03
H -1.4868 -1.6778 -3.0504 0.00
H -0.3213 -2.7954 -3.7735 0.00
H 1.6097 -1.3058 -3.0148 0.00
H 0.4122 -0.3145 -3.8752 0.00
C -0.6338 1.2060 -2.2523 0.01
H -0.6450 2.2157 -1.8608 0.01
H -1.6541 0.8547 -2.3623 0.00
H -0.2912 1.3179 -3.2808 0.00
C 2.3676 1.8835 -2.2714 0.01
H 1.7450 1.2779 -2.9267 0.00
H 3.4092 1.5525 -2.4629 0.00
H 2.3141 2.9444 -2.5629 0.00
C -1.3434 -4.2541 -1.3229 0.04
H -0.9664 -5.0191 -0.6366 0.00
H -1.4181 -4.6500 -2.3389 0.00
H -2.3232 -3.8906 -0.9944 0.00
C 1.4725 -3.5914 -1.7860 0.02
H 2.2609 -2.8287 -1.7421 0.00
H 1.4134 -3.9848 -2.8107 0.00
H 1.7180 -4.3969 -1.0895 0.00
Re -0.3025 -1.5258 0.2859 1.74
C -0.3941 3.5370 -0.0581 0.33
C -1.7081 3.3361 0.2109 0.38
C -2.6069 2.1805 -0.0371 0.04
C -2.2708 0.9352 0.8335 0.00
C -2.0227 -0.2789 0.0560 -0.22
C 2.0234 1.5306 -0.8653 0.07
C 1.9438 2.3632 0.3840 0.04
C 0.6707 3.0922 0.9093 0.05
C 0.5496 -3.0984 1.3544 0.03
H -0.0453 4.1950 -0.8750 0.03
H -2.3073 4.1889 0.5985 0.03
H -2.6519 1.9031 -1.0973 0.01
H -3.6379 2.4579 0.1998 0.00
H -1.4302 1.1430 1.5025 0.00
H -3.1342 0.7432 1.4988 -0.01
H -2.7894 -0.6503 -0.6263 0.00
H 2.5682 0.5831 -0.6020 0.00
H 2.7202 3.1308 0.2397 0.00
H 2.2331 1.6780 1.2207 0.00
H 0.2316 2.4652 1.7030 0.00
H 1.0557 3.9827 1.4282 0.01
H 1.4731 -2.7272 1.8120 0.01
H 0.7408 -4.0600 0.8848 0.00
H -0.1880 -3.2426 2.1505 0.00
F -2.0490 -1.3247 3.0284 0.00
C -0.9791 -0.4952 3.1972 0.02
C 0.1340 -0.5931 2.3574 0.04
C 1.3095 -0.0644 2.9240 0.02
F 2.5412 -0.4240 2.4424 0.01
C 1.2939 0.7919 4.0429 0.00
F 2.4392 1.3190 4.5374 0.00
C 0.0649 1.1097 4.6364 0.02
F -0.0198 2.0795 5.5622 0.01
C -1.0897 0.4356 4.2403 0.00
F -2.2810 0.6435 4.8451 0.00
```

As for the energy above the lowest of the compared OMol25 structures with the same formula, charge and spin: 69.77 kcal/mol. The HOMO energy (alpha / beta) is -14.30 / -14.40 eV. The net charge is +2. As for the LUMO energy (alpha / beta): -8.922 / -9.054 eV. The HOMO-LUMO gap (alpha / beta) is 5.37 / 5.35 eV. The value obtained for the total energy is -2078.0888 Eh. Its spin multiplicity is 4. As for the expectation value of S²: 3.951.

***

[3]
# C3H9NO2

A 2-piece molecular cluster, C3H9NO2 overall in a non-equilibrium geometry (ωB97M-V/def2-TZVPD, the OMol25 dataset).

Structure (XYZ):
```
15
Properties=species:S:1:pos:R:3:mulliken_charge:R:1
C -1.9655 -2.2023 -0.7210 -0.61
O -0.6345 -2.6852 -0.6407 -0.52
H -0.5680 -3.6160 -0.4417 0.31
H -2.0165 -1.6927 -1.6927 0.24
H -2.7052 -3.0013 -0.8340 0.35
H -2.2219 -1.5403 0.1079 0.24
C 1.6937 2.5471 0.8656 -0.93
C 0.7166 1.6815 0.1248 0.63
O 0.0160 2.2036 -0.7420 -0.62
N 0.7210 0.3304 0.2385 -0.30
H 0.0516 -0.1934 -0.3142 0.16
H 1.1555 -0.2110 0.9802 0.19
H 1.4017 3.5644 0.6389 0.27
H 2.6753 2.2830 0.4734 0.26
H 1.6801 2.5322 1.9569 0.33
```

As for the energy above the lowest of the compared OMol25 structures with the same formula, charge and spin: 25.06 kcal/mol. The HOMO energy is -9.50 eV. The SMILES is CC(N)=O.CO. The net charge is 0. As for the LUMO energy: 0.722 eV. The HOMO-LUMO gap is 10.22 eV. The value obtained for the total energy is -324.9327 Eh.

***

[4]
# C3H6ClN2S

An isolated ion of composition C3H6ClN2S and charge +1 in a non-equilibrium geometry (ωB97M-V/def2-TZVPD, the OMol25 dataset).

Structure (XYZ):
```
13
Properties=species:S:1:pos:R:3:mulliken_charge:R:1
C -0.3779 0.1691 0.1100 0.95
C 2.1237 -0.2601 0.1171 0.38
C -1.5772 -0.5824 -0.3246 -1.54
N -0.5398 1.3838 0.3466 -0.28
N 0.7346 -0.5627 0.1857 -0.27
S 3.2047 -1.3951 -0.0207 -0.21
Cl 2.5107 1.3706 -0.1763 -0.11
H -1.4462 -1.5718 -0.4051 0.38
H -1.5837 -0.2108 -1.3641 0.41
H -2.4441 -0.3297 0.1368 0.46
H -1.4780 1.7605 0.1519 0.30
H 0.1516 1.8156 0.9059 0.24
H 0.7217 -1.5868 0.3371 0.29
```

As for the energy above the lowest of the compared OMol25 structures with the same formula, charge and spin: 22.08 kcal/mol. The HOMO energy is -13.55 eV. The SMILES is C/C(N)=[NH+]/C(=S)Cl. The net charge is +1. As for the LUMO energy: -4.887 eV. The HOMO-LUMO gap is 8.67 eV. The value obtained for the total energy is -1085.5252 Eh.

***

[5]
# C8H16NO

An isolated ion of composition C8H16NO and charge -1 in a non-equilibrium geometry (ωB97M-V/def2-TZVPD, the OMol25 dataset).

Structure (XYZ):
```
26
Properties=species:S:1:pos:R:3:mulliken_charge:R:1
C 0.1101 -0.3036 1.5794 -1.20
C -0.0890 1.1576 1.0918 -1.47
C -0.2911 -1.2580 0.4681 1.12
C 0.8128 1.4070 -0.1396 0.77
C -1.7564 -0.9426 0.0445 -1.61
C -0.2684 -2.7694 0.8590 -1.61
C 2.1648 1.2941 0.0140 -1.46
C 0.4880 1.4647 -2.5620 -1.13
N 0.0413 1.7226 -1.2359 0.55
O -1.2568 2.0863 -1.1641 -0.89
H 1.1418 -0.3398 1.7933 0.42
H -0.3950 -0.5113 2.4371 0.56
H -1.1149 1.4295 0.8186 0.56
H 0.3112 1.7765 1.8385 0.52
H -1.9750 0.0858 -0.0285 0.47
H -2.3213 -1.3519 0.8101 0.44
H -2.2628 -1.2497 -0.9782 0.24
H 0.7428 -3.2013 0.7442 0.40
H -0.9829 -3.3941 0.4065 0.42
H -0.4289 -2.8496 1.9149 0.37
H 0.2978 -1.1690 -0.4391 0.04
H 2.4930 1.4511 1.0942 0.17
H 2.7770 1.5079 -0.7837 0.43
H 1.0629 2.2640 -2.9438 0.34
H 1.2142 0.4250 -2.5183 0.21
H -0.5151 1.2682 -3.1211 0.35
```

As for the energy above the lowest of the compared OMol25 structures with the same formula, charge and spin: 0.00 kcal/mol. The HOMO energy is -1.58 eV. The SMILES is C=C(CCC(C)C)N(C)[O-]. The net charge is -1. As for the LUMO energy: 3.770 eV. The HOMO-LUMO gap is 5.35 eV. The value obtained for the total energy is -444.2822 Eh.

***

[6]
# C11H9BO2

One molecule with the formula C11H9BO2 in a non-equilibrium geometry (ωB97M-V/def2-TZVPD, the OMol25 dataset).

Structure (XYZ):
```
23
Properties=species:S:1:pos:R:3:mulliken_charge:R:1
B 2.9953 -0.3147 0.3784 0.42
C -0.2946 -0.7701 2.2109 0.67
C 0.2533 0.2989 2.8092 -0.20
C -1.9110 -2.0457 -0.4344 -0.65
C -1.6369 -2.4605 0.8122 -0.71
C -1.9261 -0.6329 -0.8285 -0.44
C -1.0043 -1.6101 1.7209 -0.04
C 0.3704 -0.0075 -0.1383 -0.31
C -0.9139 0.2764 -0.6818 0.22
C 0.7281 1.2343 3.4383 -0.46
C 1.5068 -0.2871 0.1935 0.77
C -1.0560 1.7335 -1.1752 -1.36
O 3.5060 0.9084 0.7949 -0.49
O 3.7493 -1.3758 -0.0490 -0.54
H -2.3157 -2.6804 -1.1885 0.42
H -1.8567 -3.4247 1.2147 0.39
H -2.8846 -0.3525 -1.3587 0.33
H 0.7850 2.1400 4.0273 0.41
H -0.8782 2.4743 -0.3304 0.29
H -0.1784 1.7999 -1.7703 0.37
H -2.0906 2.0816 -1.3581 0.37
H 4.4454 0.7385 0.8032 0.28
H 4.6264 -1.6031 0.1339 0.28
```

The HOMO energy is -8.19 eV. The SMILES is C#CC#C/C=C\C=C(\C)C#CB(O)O. The net charge is 0. As for the LUMO energy: 0.140 eV. The HOMO-LUMO gap is 8.33 eV. The value obtained for the total energy is -599.7386 Eh.

***

[7]
# C11H20N4PW

C11H20N4PW as an isolated structure in a non-equilibrium geometry (ωB97M-V/def2-TZVPD, the OMol25 dataset).

Structure (XYZ):
```
37
Properties=species:S:1:pos:R:3:lowdin_spin:R:1
C -2.1418 -2.8389 0.3982 -0.04
C -1.2938 -3.7959 -0.3782 0.21
C -0.9798 -3.3057 -1.6772 -0.01
C -1.7532 -2.1337 -1.9300 0.21
C -2.4726 -1.6561 -0.6859 -0.02
W -1.4708 -0.6653 0.9763 1.57
P -1.2807 -1.3651 3.2109 0.01
H -2.9266 -3.1917 1.0960 0.00
H -0.8525 -4.6448 0.0964 0.01
H -0.1411 -3.6430 -2.2981 0.00
H -3.4152 -1.1022 -0.6641 0.01
H -1.7129 -1.5102 -2.7998 0.01
H 0.0032 -1.1622 3.9150 -0.02
H -1.7503 -2.6692 3.6971 0.00
H -2.1850 -0.3642 3.7979 0.03
C 0.9074 1.0064 1.2916 -0.01
N 0.3045 0.3427 0.1148 -0.01
C 1.3629 -0.0747 -0.7984 0.00
N 2.2178 1.0960 -1.2560 0.00
C 2.7750 1.7338 -0.0363 0.00
N 1.7368 2.2179 0.9119 0.00
C 0.8251 3.1419 0.1965 0.00
N 0.2051 2.5580 -1.0162 0.00
C -0.5862 1.3257 -0.5782 0.02
C 1.3068 2.0706 -1.9022 0.00
H 1.6156 0.3223 1.7739 0.00
H 0.1437 1.3832 1.9801 -0.01
H 0.9246 -0.5262 -1.6896 0.00
H 2.0340 -0.7606 -0.2704 0.00
H 3.3764 2.5966 -0.3421 0.00
H 3.4026 1.0010 0.4878 0.00
H 0.0246 3.4369 0.8864 0.00
H 1.4039 4.0186 -0.1141 0.00
H -0.9937 0.9411 -1.5205 0.00
H -1.3758 1.6739 0.1039 0.02
H 1.8994 2.9473 -2.1905 0.00
H 0.8627 1.5957 -2.7869 0.00
```

As for the energy above the lowest of the compared OMol25 structures with the same formula, charge and spin: 101.14 kcal/mol. The HOMO energy (alpha / beta) is -10.43 / -10.40 eV. The net charge is +1. As for the LUMO energy (alpha / beta): -4.143 / -4.175 eV. The HOMO-LUMO gap (alpha / beta) is 6.29 / 6.22 eV. The value obtained for the total energy is -1058.0891 Eh. Its spin multiplicity is 3. As for the expectation value of S²: 2.261.

***

[8]
# C6H7N

One molecule with the formula C6H7N in a non-equilibrium geometry (ωB97M-V/def2-TZVPD, the OMol25 dataset).

Structure (XYZ):
```
14
Properties=species:S:1:pos:R:3:mulliken_charge:R:1
C 2.7949 -0.7252 0.3635 -0.05
C 1.6510 -0.0742 -0.0346 0.13
C 0.3696 0.6342 0.2949 0.27
C -0.6848 1.5957 -0.1647 -0.74
C -0.9655 0.1825 0.4834 0.05
C -1.5492 -0.8850 -0.3576 -1.15
N 3.0570 0.3092 -0.2593 -0.45
H 3.1765 -1.7765 0.5789 0.25
H -0.8165 2.4534 0.4685 0.24
H -0.8389 1.7625 -1.2141 0.25
H -1.3965 0.2270 1.4755 0.35
H -1.1624 -0.8336 -1.3964 0.27
H -2.6338 -1.1457 -0.4079 0.33
H -1.0014 -1.7243 0.1700 0.23
```

As for the energy above the lowest of the compared OMol25 structures with the same formula, charge and spin: 141.45 kcal/mol. The HOMO energy (alpha / beta) is -8.15 / -8.15 eV. The SMILES is C[C@@H]1C/C1=C1C=N/1. The net charge is 0. As for the LUMO energy (alpha / beta): 0.757 / 0.758 eV. The HOMO-LUMO gap (alpha / beta) is 8.91 / 8.91 eV. The value obtained for the total energy is -287.3618 Eh.

***

> Among the records above, which one has the lowest net charge?

C8H16NO

***

> Among the records above, which one has the highest net charge?

C21H31F5P2Re

***

> Which of these has the lowest net charge?

C8H16NO

***

> What is the net charge in the seventh record?

+1